Computed, not measured: a 12-piece molecular cluster, C62H160N12O19 overall at a distorted geometry, with ωB97M-V/def2-TZVPD.

Properties
frontier orbital gap = 9.2 eV
highest occupied orbital energy = -8.7 eV
energy relative to the best compared isomer or geometry (same formula, charge and spin) = 11.983 eV
SMILES = COC[C@H](C)N.COC[C@H](C)N.COC[C@H](C)N.COC[C@H](C)N.COC[C@H](C)N.COCCNCCOC.COCCNCCOC.COCCNCCOC.COCCNCCOC.COCCNCCOC.COCCNCCOC.COCCNCCOC

Geometry as XYZ:
```
253
C62H160N12O19 ωB97M-V/def2-TZVPD
H -3.459 13.146 -7.294
O -2.846 11.289 -7.671
C -6.221 -2.949 9.544
H -2.265 8.632 -7.925
C 8.747 -2.930 10.010
C 8.497 -1.382 9.710
H 5.074 -2.088 4.329
H -7.406 0.614 -7.829
H 10.686 -5.821 -2.552
H -6.753 -2.964 7.503
H -4.831 3.178 8.152
H -4.571 -3.908 12.236
C 6.124 8.716 4.104
H 7.621 3.523 -9.726
O -0.261 11.409 -9.905
H -2.440 12.584 -6.074
C -6.237 9.982 0.918
H 6.776 8.033 4.648
H 6.764 -10.516 1.213
H -2.251 1.439 -1.126
H 0.103 1.083 12.313
H -11.772 -9.292 -2.689
H 10.232 -4.879 -4.009
H 7.769 -3.356 9.785
O 9.865 -3.422 9.289
H 0.450 3.127 -4.040
H -9.513 -1.568 -3.179
H 3.549 8.356 -0.088
H 6.578 -11.990 2.155
H 10.738 -5.269 8.957
H 6.504 -1.279 7.921
H 0.724 3.329 10.084
H 9.081 -3.265 -3.101
H -4.777 8.854 1.975
C -4.873 9.461 1.075
N -10.905 -1.140 -4.596
H 3.787 -4.007 -4.404
H 6.902 -0.081 6.662
C 5.638 10.684 1.119
N -7.063 -9.536 -3.343
C 5.780 -3.358 -3.656
H 7.856 0.034 -8.664
H 8.670 -4.891 -1.136
H -6.224 -5.345 7.053
H 0.122 12.864 -8.560
O -5.161 -3.402 10.345
H 2.189 2.128 12.004
C -0.760 -3.489 0.390
H 0.842 1.418 -0.863
H -11.611 0.679 -3.133
H -3.645 11.006 0.226
C -7.672 10.095 2.898
H -8.602 1.687 -6.936
H -1.082 3.667 11.368
C 0.214 2.326 -3.340
C 6.993 -1.126 6.959
H -11.231 -10.600 -3.593
C -10.212 -1.780 -5.658
H 9.088 -0.792 10.409
H -6.067 -2.973 12.244
H 9.067 -3.051 11.045
C 6.977 -11.585 1.225
H -2.322 10.262 -10.115
O 4.256 -12.949 1.058
H -1.263 0.485 0.043
H -2.878 10.082 1.488
C -7.853 -8.486 -2.653
H 4.647 -13.012 -0.853
H -5.425 -8.496 -3.632
O 7.553 1.956 -8.247
H -0.859 1.685 8.538
C -10.009 -0.689 -3.591
H -0.514 8.079 -9.454
H -5.020 -9.854 -7.096
N 10.180 1.242 -7.784
H 4.368 -2.146 6.025
H 9.915 -1.137 8.569
C -0.104 1.925 -1.056
H -7.232 -3.084 9.928
H -2.529 -1.588 0.243
C -9.706 -0.743 -6.737
H -11.326 1.054 -0.342
H 11.089 -4.882 10.546
N -4.797 -3.241 7.544
H 8.991 -1.107 6.270
N -2.331 9.262 -9.976
H -6.951 9.160 0.866
H 3.688 -6.330 -4.101
H 10.174 -6.699 -4.024
H -3.866 3.649 6.812
C 4.866 9.351 1.199
C -10.850 0.155 -2.555
O -8.465 -0.185 -6.153
H 2.644 -13.352 0.025
O 5.144 -5.116 -5.269
H 5.648 -2.316 -3.364
C -1.548 3.595 8.278
C -6.086 -3.492 8.185
O -0.187 2.893 -2.110
C -10.700 1.698 -0.960
O -0.874 -2.513 -0.613
H -4.101 11.339 1.842
H 1.061 1.666 -3.156
C -4.926 -10.614 -3.861
C -0.321 2.078 12.449
N 0.188 2.474 10.131
H -11.322 2.461 -1.428
C 5.125 -1.733 5.358
H -5.607 -11.465 -3.855
H -9.240 -0.102 -4.094
H 8.052 -11.465 1.361
H -11.247 -0.307 -5.053
H 4.654 -11.333 -0.167
H 2.540 3.357 13.340
H 5.077 -7.116 -4.986
H 2.368 -13.357 1.791
C 1.953 2.504 13.000
H -1.692 4.489 8.885
N 7.218 -3.390 -3.943
H -6.103 -4.679 11.687
H -9.370 -2.300 -5.201
H 0.497 2.689 8.179
C 10.051 -5.789 -3.437
H -7.283 -5.293 8.475
H 6.781 -13.429 0.209
H 4.007 9.594 3.343
H 5.489 -3.761 -2.686
H 4.977 -3.113 -5.506
C -11.125 -10.166 -2.599
C 8.098 -4.890 -2.064
H 0.457 13.313 -10.234
H -4.103 12.030 -6.153
H -7.416 -7.538 -2.968
H -0.119 2.492 -0.126
O -2.750 3.008 8.343
C 4.742 -6.278 -4.375
H 8.779 3.788 -8.622
H -0.431 9.000 -10.872
N 7.056 -11.724 -1.149
C 8.136 0.992 -9.102
O 5.184 8.040 3.362
H -6.047 -1.879 9.435
H -7.366 9.130 3.305
C -3.000 8.926 -8.675
H -1.192 2.128 13.103
H -3.379 -0.464 -1.766
C -0.817 2.625 11.186
H -4.447 10.513 -8.872
H 9.392 1.724 -7.375
H 9.963 -0.842 -10.299
H 7.141 4.000 -8.040
H -5.494 -5.462 8.757
H -3.664 8.498 -0.280
H 7.333 -4.353 -4.226
H 6.791 9.253 3.430
C -5.520 -3.759 11.721
H 3.408 8.314 2.384
H 7.790 -2.728 -2.061
H -4.174 -3.629 8.239
C -2.461 -1.048 -1.837
O 0.579 2.857 13.114
N 8.952 -0.857 8.447
O -6.595 10.664 2.082
H -3.916 -10.816 -3.505
H -2.435 -1.657 -2.741
O -9.741 -9.957 -2.381
C -9.363 -8.613 -2.756
H 9.501 -5.320 10.254
H 10.006 1.953 -9.743
C -2.246 -2.058 -0.699
H -9.922 2.255 -0.439
C 8.473 -1.455 7.163
H -5.177 8.633 -0.648
C 8.060 -3.491 -2.792
N 3.908 9.289 0.056
C -7.851 0.899 -6.876
C 9.687 1.092 -9.155
H -4.370 9.748 -7.354
C -3.830 10.515 1.182
C 10.304 -4.737 9.804
H -6.302 10.597 0.020
O 6.514 -1.872 5.827
H 4.923 -0.673 5.206
H 8.048 -11.907 -1.194
H -1.303 -4.413 0.192
H -0.602 1.799 -3.833
H -1.764 2.237 10.812
H -2.862 -2.940 -0.875
H 8.730 -2.509 7.271
H 10.602 -1.014 -8.692
C -3.731 10.207 -8.109
H -9.386 -1.197 -7.675
C 0.567 12.520 -9.494
O -9.968 1.016 -1.899
C -3.216 12.231 -6.753
H 7.085 -5.202 -1.811
C -5.586 -9.461 -3.150
H 5.039 11.529 1.458
C 2.831 -12.824 0.960
C -5.562 -10.073 -6.176
H 10.156 0.349 -7.315
C -6.279 -5.075 8.108
H -3.696 8.092 -8.768
H -5.937 -9.071 -5.964
C -1.306 0.924 -0.954
H 1.011 10.007 -9.474
H -7.729 -8.541 -1.572
H -11.133 -0.562 -1.785
C 4.327 8.855 2.609
O -4.529 -10.384 -5.185
C 4.946 -12.373 -0.022
H -10.460 0.005 -6.985
H 7.434 -1.212 9.881
H -1.179 -3.043 1.292
O 8.672 -5.873 -2.993
H 6.549 10.832 1.700
H -0.473 -0.538 -1.619
H 7.760 0.789 -10.104
H 5.820 9.420 4.878
C -3.895 3.678 7.901
H -10.801 -2.508 -6.217
H -8.439 10.003 2.130
H -4.545 -2.268 7.439
H 5.841 10.845 0.060
H 2.213 1.666 13.646
H -0.134 10.218 -8.076
C -0.429 2.663 8.754
H -3.914 4.680 8.329
C 6.504 -12.389 0.039
C -0.012 10.211 -9.159
H 2.746 -11.739 1.014
H -7.057 1.270 -6.228
C 4.819 -3.848 -4.717
N -4.580 8.402 0.134
H 7.227 -10.770 -0.867
H -11.591 -10.845 -1.885
H 3.072 9.719 0.425
H 11.419 -0.082 -9.894
C 7.775 3.365 -8.659
H 5.406 -6.258 -3.512
H 1.625 12.268 -9.418
H -1.427 3.920 7.245
N -1.306 -0.103 -1.989
C 10.430 -0.287 -9.486
H -9.840 -7.845 -2.147
H -7.352 -10.335 -2.797
H -7.900 10.788 3.708
H -6.404 -10.734 -6.377
H 5.609 8.574 1.018
H 0.292 -3.695 0.588
H -9.611 -8.566 -3.816
C -0.843 9.034 -9.863
H -5.286 -9.467 -2.102
```

Results of the Löwdin charge analysis, in e, for atoms 1 through 99: 0.080, -0.183, -0.257, 0.104, -0.210, -0.213, 0.080, 0.082, 0.082, 0.132, 0.089, 0.084, -0.143, 0.083, -0.224, 0.083, -0.240, 0.090, 0.078, 0.117, 0.130, 0.081, 0.076, 0.112, -0.202, 0.081, 0.122, 0.064, 0.078, 0.081, 0.106, 0.093, 0.100, 0.135, -0.503, -0.096, 0.119, 0.120, -0.073, -0.062, -0.236, 0.124, 0.111, 0.069, 0.083, -0.203, 0.078, -0.123, 0.116, 0.124, 0.080, -0.046, 0.082, 0.124, -0.126, -0.209, 0.083, -0.209, 0.110, 0.082, 0.113, -0.098, 0.075, -0.228, 0.109, 0.081, -0.213, 0.118, 0.117, -0.190, 0.113, -0.202, 0.105, 0.078, 0.011, 0.080, 0.091, -0.209, 0.128, 0.110, -0.148, 0.089, 0.075, 0.029, 0.118, -0.046, 0.121, 0.081, 0.089, 0.089, -0.385, -0.201, -0.246, 0.086, -0.212, 0.116, -0.276, -0.445, -0.175